# C27H54O13

A 9-piece molecular cluster, C27H54O13 overall at a distorted geometry (the ωB97M-V functional and the def2-TZVPD basis, OMol25).

## Properties
Total charge: +1
HOMO (spin up / spin down) (eV): -11.29 / -11.29
Orbital gap (spin up / spin down) (eV): 6.572 / 2.697
Strongest force on any atom (eV/A): 3.73
Multiplicity: 2

Geometry as XYZ:
```
94
C27H54O13 the ωB97M-V functional and the def2-TZVPD basis
C -4.530 1.821 -3.094
O -4.385 0.852 -2.042
C -4.821 1.139 -0.779
O -5.192 2.238 -0.318
O -4.862 -0.003 -0.083
C -5.185 0.015 1.305
H -3.633 2.429 -2.972
H -5.467 2.372 -3.177
H -4.363 1.512 -4.126
H -4.642 0.751 1.897
H -5.033 -0.968 1.752
H -6.245 0.175 1.498
C 0.007 -0.268 -5.084
O 0.266 1.079 -4.914
C -0.542 1.847 -4.151
O -1.615 1.478 -3.669
O 0.098 3.007 -3.861
C -0.462 3.943 -2.891
H -0.994 -0.318 -5.512
H -0.090 -0.824 -4.151
H 0.765 -0.697 -5.739
H -1.475 4.242 -3.163
H 0.163 4.821 -2.727
H -0.513 3.391 -1.952
C -1.684 -0.072 -0.376
C -0.164 -0.117 -0.448
O 0.536 0.897 -0.503
C 0.506 -1.489 -0.560
H -2.024 0.780 0.212
H -1.954 -0.981 0.160
H -2.191 -0.163 -1.337
H 0.676 -1.737 -1.608
H 0.040 -2.300 0.001
H 1.534 -1.333 -0.232
C -0.438 3.419 1.046
C 0.527 4.688 1.075
O 0.529 5.384 0.081
C 1.359 4.984 2.323
H 0.242 2.651 1.415
H -0.742 3.199 0.022
H -1.273 3.436 1.746
H 2.417 5.037 2.065
H 1.121 4.271 3.113
H 1.192 5.984 2.722
C 0.713 -5.397 -2.144
C 0.825 -4.662 -3.516
O 0.355 -3.565 -3.714
C 1.313 -5.459 -4.720
H 0.113 -4.762 -1.492
H 1.637 -5.663 -1.633
H 0.211 -6.346 -2.333
H 0.927 -5.046 -5.652
H 0.875 -6.456 -4.661
H 2.400 -5.499 -4.790
C 4.148 0.130 -1.114
C 4.102 0.280 -2.596
O 5.089 -0.063 -3.253
C 2.813 0.676 -3.211
H 3.232 0.540 -0.689
H 5.073 0.468 -0.646
H 4.089 -0.934 -0.883
H 2.365 1.616 -2.886
H 2.147 -0.134 -2.913
H 2.897 0.752 -4.295
C -0.875 -3.495 5.024
C 0.088 -3.086 3.875
O 1.132 -2.400 4.033
C -0.443 -3.488 2.521
H -1.524 -2.634 5.177
H -0.424 -3.808 5.966
H -1.503 -4.295 4.632
H -1.325 -2.882 2.313
H -0.710 -4.539 2.408
H 0.304 -3.323 1.746
C -0.516 0.737 3.661
C -2.012 0.354 3.662
O -2.414 -0.418 2.834
C -2.957 0.961 4.712
H -0.041 0.389 2.744
H 0.041 0.453 4.554
H -0.410 1.821 3.605
H -2.592 0.853 5.733
H -3.911 0.434 4.736
H -3.133 2.004 4.449
C 2.860 0.147 2.540
C 3.952 1.149 2.588
O 3.736 2.369 2.660
C 5.328 0.601 2.586
H 1.981 0.664 2.155
H 2.749 -0.297 3.530
H 3.003 -0.722 1.898
H 5.312 -0.014 3.485
H 6.075 1.390 2.676
H 5.449 0.022 1.671
```

These are the Löwdin partial charges, in e, on atoms 1 to 4: -0.047 -0.022 -0.543 0.081

# C3H3FN2O2

C3H3FN2O2 in the gas phase at a distorted geometry (the ωB97M-V functional and the def2-TZVPD basis, OMol25).

## Properties
HOMO (eV): -9.10
Orbital gap (eV): 9.716
Energy relative to the best compared isomer or geometry (same formula, charge and spin) (kcal per mole): 72.7
Strongest force on any atom (eV/A): 5.57

Geometry as XYZ:
```
11
C3H3FN2O2 the ωB97M-V functional and the def2-TZVPD basis
C 0.567 -0.088 -0.419
C 0.536 0.313 0.820
C -0.846 -0.485 -0.737
H 2.388 -0.473 -1.263
H 0.999 -0.255 -2.354
H -1.097 1.012 1.753
N 1.512 0.150 -1.472
N -0.649 0.096 1.508
O -1.554 -0.245 0.491
O -1.217 -0.943 -1.732
F 1.366 1.006 1.506
```

These are the Löwdin partial charges, in e, on atoms 1 to 4: -0.194 -0.352 -0.400 0.132

# C16H21FN2O10S

A 3-piece molecular cluster, C16H21FN2O10S overall at a distorted geometry (the ωB97M-V functional and the def2-TZVPD basis, OMol25).

## Properties
HOMO (eV): -10.39
Orbital gap (eV): 10.103
Strongest force on any atom (eV/A): 4.43

Geometry as XYZ:
```
51
C16H21FN2O10S the ωB97M-V functional and the def2-TZVPD basis
C 0.980 -1.864 1.324
C 0.896 -0.807 0.182
O 1.267 -1.087 -0.911
O 0.418 0.429 0.573
C -0.556 0.959 -0.318
N -1.879 1.191 0.273
C -2.699 -0.013 0.385
C -2.795 -0.738 1.616
C -3.652 -1.875 1.506
C -4.282 -2.164 0.280
N -4.250 -1.493 -0.888
C -3.437 -0.435 -0.736
S -1.856 2.138 1.650
O -1.094 1.612 2.747
O -1.327 3.419 1.263
F -3.365 2.403 2.140
H 1.534 -1.368 2.157
H 1.612 -2.696 0.971
H -0.024 -2.163 1.681
H -0.204 1.933 -0.730
H -0.717 0.315 -1.212
H -2.274 -0.509 2.555
H -3.817 -2.526 2.378
H -4.904 -3.083 0.259
H -3.339 0.198 -1.645
C 0.735 4.448 2.839
C 2.041 4.841 2.190
C 3.254 4.557 3.033
O 4.178 5.550 2.585
C 3.440 6.601 2.131
O 3.885 7.671 1.870
O 2.127 6.262 2.020
H 0.730 3.392 3.111
H 0.548 5.047 3.734
H -0.095 4.633 2.160
H 2.125 4.377 1.202
H 3.653 3.556 2.868
H 3.082 4.700 4.104
C 2.358 -4.361 -4.502
C 0.864 -4.581 -4.439
C 0.113 -3.473 -3.751
O -1.029 -4.156 -3.230
C -0.659 -5.451 -3.032
O -1.298 -6.248 -2.427
O 0.544 -5.709 -3.616
H 2.596 -3.417 -4.995
H 2.795 -4.362 -3.502
H 2.836 -5.171 -5.055
H 0.468 -4.769 -5.442
H -0.189 -2.685 -4.439
H 0.662 -3.027 -2.916
```

These are the Löwdin partial charges, in e, on atoms 1 to 4: 0.034 -0.491 0.128 0.007

# C29H54F3N4O13

A 4-piece molecular cluster, C29H54F3N4O13 overall at a distorted geometry (the ωB97M-V functional and the def2-TZVPD basis, OMol25).

## Properties
Total charge: +1
HOMO (eV): -12.20
Orbital gap (eV): 9.431
Energy relative to the best compared isomer or geometry (same formula, charge and spin) (kcal per mole): 0.0
Strongest force on any atom (eV/A): 2.47

Geometry as XYZ:
```
103
C29H54F3N4O13 the ωB97M-V functional and the def2-TZVPD basis
C 5.725 -0.387 3.704
C 4.687 -0.165 2.591
C 3.879 1.098 2.846
C 3.163 1.656 1.608
C 2.211 2.787 2.020
N 2.471 0.567 0.897
C 1.252 0.008 1.487
C -0.055 0.648 0.955
N -1.072 -0.377 0.772
C -2.069 -0.424 1.842
C -3.074 0.726 1.784
C -1.646 -0.486 -0.496
C -0.962 0.128 -1.686
O -2.691 -1.104 -0.641
C 2.936 0.052 -0.198
N 2.351 -1.040 -0.798
C 3.311 -1.599 -1.804
C 2.579 -1.816 -3.135
O 2.359 -3.194 -3.330
C 1.333 -3.742 -2.594
C -0.055 -3.184 -2.773
O 1.560 -4.683 -1.842
C 4.451 -0.566 -1.813
O 5.626 -1.151 -1.307
N 4.027 0.497 -0.904
C 3.967 1.829 -1.539
C 2.708 2.010 -2.381
C 2.755 3.312 -3.185
F 2.671 3.003 -4.503
F 3.934 3.979 -2.996
F 1.757 4.167 -2.856
H 6.675 0.054 3.442
H 5.878 -1.446 3.854
H 5.379 0.082 4.615
H 4.028 -1.022 2.506
H 5.226 -0.044 1.657
H 4.581 1.871 3.141
H 3.188 0.979 3.672
H 3.931 2.072 0.983
H 1.264 2.778 1.502
H 2.057 2.796 3.088
H 2.687 3.730 1.786
H 1.318 0.182 2.551
H 1.184 -1.060 1.347
H 0.124 1.253 0.078
H -0.388 1.326 1.730
H -1.583 -0.401 2.810
H -2.615 -1.353 1.811
H -3.551 0.905 2.736
H -3.854 0.476 1.077
H -2.609 1.622 1.387
H 0.109 -0.029 -1.709
H -1.128 1.204 -1.654
H -1.442 -0.227 -2.580
H 2.248 -1.761 -0.082
H 3.740 -2.545 -1.504
H 1.663 -1.237 -3.128
H 3.195 -1.479 -3.960
H -0.086 -2.349 -3.455
H -0.715 -3.971 -3.099
H -0.402 -2.866 -1.799
H 4.665 -0.249 -2.828
H 5.822 -0.735 -0.469
H 4.831 1.897 -2.180
H 4.052 2.651 -0.843
H 2.620 1.216 -3.111
H 1.825 2.064 -1.758
C 4.532 0.911 -6.218
O 4.801 -0.269 -5.449
C 5.185 -1.329 -6.170
O 5.318 -1.353 -7.358
O 5.378 -2.340 -5.329
C 5.792 -3.559 -5.961
H 4.235 1.665 -5.498
H 5.418 1.250 -6.749
H 3.716 0.739 -6.917
H 6.742 -3.420 -6.472
H 5.036 -3.903 -6.662
H 5.910 -4.290 -5.167
C -6.775 0.299 -1.028
O -7.120 0.377 0.357
C -8.293 0.966 0.597
O -9.035 1.413 -0.232
O -8.487 0.972 1.912
C -9.715 1.579 2.327
H -5.807 -0.193 -1.083
H -7.508 -0.289 -1.575
H -6.692 1.295 -1.460
H -10.566 1.044 1.912
H -9.746 2.624 2.028
H -9.738 1.508 3.410
C -6.324 -1.348 4.379
O -6.096 -0.721 5.642
C -7.210 -0.383 6.289
O -8.331 -0.555 5.895
O -6.864 0.182 7.442
C -7.971 0.597 8.247
H -5.349 -1.568 3.952
H -6.872 -2.280 4.503
H -6.862 -0.680 3.709
H -8.591 -0.255 8.515
H -8.566 1.343 7.725
H -7.548 1.034 9.146
```

These are the Löwdin partial charges, in e, on atoms 1 to 4: -0.077 -0.240 -0.163 -0.289

# C4H6N2O

C4H6N2O in the gas phase (the ωB97M-V functional and the def2-TZVPD basis, OMol25).

## Properties
HOMO (eV): -9.48
Orbital gap (eV): 10.288
Energy relative to the best compared isomer or geometry (same formula, charge and spin) (kcal per mole): 48.3
Strongest force on any atom (eV/A): 0.53

Geometry as XYZ:
```
13
C4H6N2O the ωB97M-V functional and the def2-TZVPD basis
C 2.092 0.733 -0.441
C 0.722 0.517 0.155
C -0.310 -0.210 -0.658
N -1.679 0.468 -0.835
C -1.566 -0.462 0.003
N -2.224 -1.215 0.911
O 0.438 0.912 1.270
H 2.827 0.826 0.361
H 2.379 -0.068 -1.129
H 2.080 1.671 -1.008
H 0.033 -0.812 -1.502
H -1.657 -1.493 1.701
H -3.137 -0.867 1.174
```

These are the Löwdin partial charges, in e, on atoms 1 to 4: -0.016 -0.424 -0.164 0.207